Entry 1:
{
  "formula": "C27H58NP3Pt",
  "method": "the ωB97M-V functional and the def2-TZVPD basis",
  "homo_lumo_gap_ha": [0.1543, 0.2467],
  "homo_energy_ev": [-3.6, -7.4],
  "multiplicity": 3,
  "species": ["H", "C", "H", "H", "H", "H", "H", "H", "H", "H", "Pt", "H", "C", "P", "H", "H", "H", "C", "H", "C", "C", "C", "H", "C", "H", "N", "H", "H", "C", "C", "H", "C", "H", "C", "H", "H", "C", "H", "H", "C", "H", "H", "H", "C", "H", "H", "C", "H", "C", "C", "C", "C", "H", "C", "H", "H", "H", "C", "H", "H", "H", "C", "H", "H", "H", "H", "C", "C", "C", "H", "H", "H", "H", "H", "H", "H", "H", "H", "H", "H", "H", "P", "C", "P", "H", "H", "C", "H", "H", "H"],
  "xyz": [[6.203, -1.678, 2.079], [4.664, 2.791, 2.461], [2.501, -2.368, 2.371], [5.713, -0.716, 3.463], [0.040, -0.021, 3.470], [-6.096, 1.904, -3.114], [-2.595, -0.448, 1.727], [5.190, 1.284, 0.266], [4.585, -0.538, -0.172], [1.962, -0.368, 6.040], [-0.051, 0.055, 0.939], [-6.453, -2.704, -2.653], [-1.908, 1.173, 0.496], [3.090, 0.431, 2.405], [-3.045, -0.720, -1.186], [0.896, -1.910, -0.834], [1.655, 2.493, 0.755], [3.567, -2.285, 2.623], [-7.003, -0.935, -4.911], [-1.824, 1.748, -0.886], [-2.196, -0.206, 0.732], [-0.519, 0.638, 2.817], [-3.269, -1.907, 0.095], [-2.542, -1.210, -0.346], [-2.188, 1.873, 1.300], [1.788, -0.040, 1.558], [-1.589, 0.619, 3.036], [2.941, -1.475, 5.094], [2.019, 1.835, 4.708], [0.111, 0.053, -1.235], [3.522, 1.286, -0.438], [-0.014, -1.298, -0.782], [-1.697, 0.197, -2.417], [-1.017, 0.848, -1.862], [-4.976, -1.345, -6.602], [4.230, 3.180, 3.389], [4.231, 1.812, 0.215], [3.698, -2.287, 3.712], [-0.133, 1.657, 2.830], [4.161, -1.049, 1.937], [-3.014, -3.764, -5.045], [-1.543, -0.167, -6.087], [1.360, -0.921, 4.475], [4.317, 0.855, 5.006], [-3.062, 0.780, -6.012], [-6.627, 1.182, -1.563], [-1.326, -2.039, -0.844], [-7.787, -1.515, -2.860], [-5.001, -1.542, -5.521], [-6.805, -1.697, -2.400], [4.096, -1.315, 0.425], [2.267, -0.611, 5.010], [-5.291, -2.591, -5.364], [-2.637, -0.218, -6.173], [-1.512, -2.425, -1.857], [1.906, 3.247, 2.354], [-6.886, -1.601, -1.309], [-6.588, 1.040, -2.651], [-2.911, -0.587, -7.171], [-1.257, -2.926, -0.197], [4.213, 1.008, 6.094], [2.921, 0.634, 4.369], [-2.822, -2.996, -6.659], [2.077, 2.031, 5.792], [4.077, -3.177, 2.237], [5.041, 3.662, 1.905], [5.601, -0.809, 2.379], [3.623, 2.072, 1.596], [-5.964, -0.590, -4.813], [-5.893, 0.427, -5.226], [-2.829, 1.968, -1.280], [4.825, 1.747, 4.630], [-7.609, 0.934, -3.045], [4.979, -0.011, 4.878], [-0.556, 1.517, -2.604], [2.733, 3.900, 0.924], [-1.319, 2.722, -0.821], [0.965, 1.610, 4.500], [2.313, 2.764, 4.206], [4.432, 2.791, -0.249], [-1.496, -2.905, -5.454], [-5.580, -0.455, -2.989], [2.394, 2.976, 1.410], [-3.257, -1.364, -4.871], [4.623, -2.262, 0.241], [3.052, -1.423, 0.109], [-2.585, -2.913, -5.589], [6.042, 0.077, 1.904], [1.121, 0.352, -1.549], [5.534, 2.157, 2.680]]
}

---

Entry 2:
{
  "formula": "C12H45N4O7",
  "method": "the ωB97M-V functional and the def2-TZVPD basis",
  "homo_lumo_gap_ha": 0.2117,
  "homo_energy_ev": -3.5,
  "multiplicity": 1,
  "total_charge": -1,
  "species": ["H", "H", "H", "N", "H", "O", "H", "H", "C", "H", "H", "O", "H", "H", "C", "H", "H", "H", "H", "H", "O", "C", "H", "C", "H", "H", "C", "H", "H", "H", "C", "H", "H", "H", "O", "N", "H", "H", "O", "H", "H", "H", "H", "H", "H", "C", "H", "N", "H", "H", "C", "C", "H", "H", "H", "H", "N", "C", "O", "H", "H", "C", "H", "H", "C", "H", "O", "H"],
  "xyz": [[-1.664, -1.666, 1.961], [1.137, 2.366, 3.438], [0.837, 0.422, -0.355], [-5.244, -3.655, 2.824], [-5.965, -3.066, 2.406], [2.311, 3.536, -0.533], [3.722, -0.466, 3.310], [1.246, 0.913, 1.254], [-2.557, 2.301, 0.182], [-0.219, -2.516, -4.007], [2.096, -0.706, -2.093], [0.690, 3.184, 3.744], [-3.072, 1.332, 0.311], [2.258, -0.309, 4.320], [0.476, -2.475, -3.162], [-2.941, -4.016, 4.118], [4.647, 3.125, 1.675], [2.723, -3.229, -5.346], [-2.199, 2.422, -0.861], [-3.853, -2.107, 2.788], [1.813, -2.470, -3.621], [0.193, -1.194, -2.356], [3.391, 3.003, 0.626], [-3.797, -3.101, 0.832], [-4.059, -4.132, 0.583], [1.257, -3.934, -4.959], [2.281, 3.913, -1.869], [0.457, 3.006, 4.661], [-3.324, 3.094, 0.257], [2.782, 4.891, -1.975], [-3.940, -3.118, 2.393], [-1.911, -3.802, 2.734], [1.216, 4.317, 0.640], [0.023, 0.920, -2.846], [2.373, 1.025, 2.801], [1.321, -0.862, -1.450], [3.549, 1.852, 1.857], [-5.487, -4.557, 2.423], [0.575, 4.467, 1.371], [0.192, 3.254, -1.973], [2.191, -1.053, 2.673], [4.729, 1.844, 0.660], [-2.725, -0.624, 0.821], [0.964, 0.067, -4.011], [-4.522, -2.454, 0.330], [2.638, -0.256, 3.290], [1.484, 1.957, -0.091], [0.901, 1.214, 0.326], [0.383, 4.940, -2.012], [0.798, 3.987, -3.460], [-2.044, -1.458, 0.960], [-2.928, -4.069, 3.030], [-0.769, -0.084, -4.021], [-0.764, -1.180, -1.834], [-3.096, -5.109, 2.743], [-0.040, 1.598, 0.588], [4.090, 2.439, 1.169], [2.153, -3.538, -4.466], [-2.478, -2.752, 0.459], [-1.122, -1.269, 0.410], [0.367, -3.391, -2.567], [0.862, 4.023, -2.367], [-0.108, 3.772, 1.261], [1.538, -1.803, -1.111], [0.096, -0.044, -3.355], [2.856, 3.253, -2.546], [-1.487, 2.396, 1.045], [2.699, -4.373, -4.026]]
}

---

Entry 3:
{
  "formula": "C39H26BaF3N6O2S",
  "method": "the ωB97M-V functional and the def2-TZVPD basis",
  "homo_lumo_gap_ha": 0.2148,
  "homo_energy_ev": -4.8,
  "multiplicity": 1,
  "total_charge": -1,
  "species": ["H", "N", "N", "H", "C", "F", "F", "C", "H", "C", "C", "H", "H", "H", "H", "C", "H", "C", "C", "H", "N", "C", "N", "F", "C", "H", "H", "C", "C", "C", "C", "C", "H", "H", "C", "N", "C", "C", "H", "C", "C", "H", "H", "C", "C", "C", "O", "S", "C", "C", "C", "C", "H", "N", "C", "H", "H", "C", "C", "C", "C", "H", "C", "C", "H", "O", "C", "C", "C", "C", "C", "H", "H", "Ba", "H", "H", "H", "C"],
  "xyz": [[2.837, 2.320, -3.554], [0.180, -2.212, -2.667], [-2.895, 0.231, -0.448], [1.812, -1.376, -3.649], [-7.611, 5.305, 2.856], [-3.280, -3.533, -3.778], [-2.502, -5.038, -5.156], [-0.141, -3.730, -4.927], [-5.839, 1.921, 0.228], [3.432, 0.939, -0.572], [1.816, -1.884, 2.052], [-5.181, 6.058, 2.838], [-3.173, 4.926, 1.797], [4.284, -5.178, 4.644], [5.244, 0.514, 0.488], [-3.355, -0.283, -1.609], [-7.752, 3.401, 0.734], [4.680, -4.479, 3.831], [-4.355, 3.263, 1.059], [7.193, -4.063, 1.606], [-8.478, 5.759, 3.490], [-3.323, 1.530, -0.408], [3.570, -0.934, 0.602], [-2.644, -5.514, -3.008], [-6.800, 3.602, 1.228], [6.505, 0.902, -1.741], [-0.643, 2.543, 4.690], [6.250, -3.923, 2.135], [-6.604, 4.746, 2.028], [-0.737, -3.161, -2.623], [-3.166, 2.430, 0.640], [3.779, -3.555, 3.307], [5.691, -2.430, 0.694], [-4.913, 2.559, -1.702], [3.371, 1.855, -2.748], [-0.988, 1.668, 1.412], [-2.142, 2.742, 3.074], [1.013, -2.061, -3.691], [0.813, 1.471, 2.634], [3.133, -1.763, 1.568], [-4.236, 1.725, -1.534], [-3.024, 3.230, 3.455], [0.158, 3.368, -0.597], [-0.990, 2.310, 3.649], [5.381, -2.958, 1.584], [-5.697, 2.892, 0.738], [0.757, -1.441, 1.514], [-1.548, -3.447, -1.221], [4.824, 0.945, -0.441], [1.536, -2.745, 3.165], [-5.282, 5.163, 2.238], [0.943, -2.850, -4.817], [1.756, -2.773, -5.597], [2.731, -0.056, 0.052], [4.125, -2.691, 2.164], [2.273, -4.064, 4.712], [-4.420, 0.494, -3.375], [4.755, 1.607, -2.758], [1.094, 3.306, -1.191], [2.721, 1.611, -1.605], [-2.338, -4.507, -3.901], [5.180, 1.779, -3.667], [-4.058, 0.654, -2.386], [2.469, -3.498, 3.790], [6.567, -5.487, 3.599], [1.367, 1.900, -1.324], [5.907, -4.688, 3.245], [5.510, 1.239, -1.606], [-4.185, 4.468, 1.758], [-0.964, -3.911, -3.807], [-0.282, 1.634, 2.580], [0.537, -2.745, 3.588], [-0.307, -4.377, -5.747], [-0.207, -0.326, -0.475], [1.105, 3.748, -2.177], [1.957, 3.836, -0.687], [-3.117, -1.323, -1.886], [-2.080, 2.412, 1.611]]
}

---

Entry 4:
{
  "formula": "C35H90N6O11S2",
  "method": "the ωB97M-V functional and the def2-TZVPD basis",
  "smiles": "O=S1(=O)CCCC1.O=S1(=O)CCCC1.COC[C@H](C)N.COC[C@H](C)N.COC[C@H](C)N.COC[C@H](C)N.COC[C@H](C)N.COC[C@H](C)N.CC(C)O",
  "homo_lumo_gap_ha": 0.3453,
  "homo_energy_ev": -9.1,
  "multiplicity": 1,
  "species": ["C", "H", "C", "H", "H", "H", "H", "H", "H", "C", "O", "H", "H", "H", "H", "H", "H", "H", "O", "H", "H", "N", "C", "C", "H", "C", "H", "H", "C", "H", "H", "C", "O", "C", "H", "H", "H", "H", "C", "H", "S", "N", "N", "H", "H", "H", "H", "O", "H", "O", "H", "H", "H", "H", "H", "H", "C", "C", "C", "H", "C", "H", "H", "H", "H", "H", "C", "C", "H", "C", "C", "H", "C", "H", "H", "O", "H", "O", "H", "H", "H", "H", "H", "N", "H", "H", "H", "H", "H", "H", "H", "C", "O", "H", "C", "H", "H", "H", "H", "H", "O", "O", "H", "H", "H", "H", "H", "N", "H", "C", "H", "C", "C", "S", "H", "H", "C", "O", "N", "C", "C", "C", "H", "H", "C", "H", "C", "C", "H", "H", "H", "H", "H", "H", "H", "H", "H", "C", "C", "H", "C", "C", "H", "H"],
  "xyz": [[-4.085, -2.676, -5.586], [-2.525, -9.570, 5.897], [-1.046, 6.408, 11.570], [7.612, 1.297, 4.163], [-3.241, -9.435, 3.032], [-4.529, 4.456, 7.168], [6.948, -8.647, -2.789], [-2.876, 6.460, -6.781], [-2.566, 8.639, -1.773], [9.874, -0.651, -5.707], [-0.146, 1.121, 0.738], [3.806, 4.095, 3.728], [-1.320, 4.771, -5.401], [-7.230, 6.518, 1.634], [-1.278, -7.615, 0.588], [4.035, 5.122, 5.820], [-4.210, -7.652, 1.430], [7.608, -2.733, -7.482], [9.495, -3.932, -5.539], [-7.164, 3.298, 0.646], [-6.227, 5.273, 1.984], [-1.969, 5.259, -4.800], [5.976, -8.980, -3.153], [-1.340, 1.862, 0.908], [-1.391, 4.862, 9.217], [8.421, -2.071, -7.185], [-1.622, -6.876, 2.842], [-0.867, 6.962, -4.611], [-2.963, 7.477, -4.001], [-8.865, 3.361, -2.196], [4.111, -10.102, -4.990], [-2.518, -8.726, 3.436], [-1.919, 6.542, 10.408], [-8.047, 3.918, 0.497], [-9.963, 4.290, 3.025], [-1.215, 6.357, -7.010], [-1.837, 10.117, -2.479], [-3.104, -6.511, 0.792], [4.444, -9.067, -5.075], [-8.863, 3.196, 0.453], [4.653, -7.762, -2.622], [2.451, 3.016, 4.793], [-2.390, 6.350, 7.546], [-3.327, -8.090, 6.593], [-1.651, 5.836, 12.274], [-4.117, 5.992, 8.827], [11.603, -1.487, -6.680], [6.023, 2.493, 3.560], [-3.152, 7.013, 7.538], [-2.216, -4.156, -5.192], [-3.939, 7.477, -4.485], [-2.661, -3.468, -6.985], [-1.917, 7.991, -6.655], [0.961, -1.846, -1.726], [-3.394, -5.937, -6.683], [-3.508, -1.902, -5.080], [-2.281, 5.277, 9.690], [-7.899, 3.724, -1.845], [3.643, -8.264, -4.018], [1.957, 0.021, -1.948], [4.678, 2.163, 4.106], [5.411, 4.049, 6.039], [-2.679, 4.554, 10.402], [-4.645, -4.873, -7.429], [4.446, -8.660, -6.086], [3.895, 3.414, 6.601], [2.201, -0.048, -0.888], [-7.247, 5.589, 2.204], [-9.088, 5.698, 1.468], [-3.169, 5.565, 8.500], [-3.996, -5.036, -6.569], [8.058, -1.705, -5.060], [-8.454, 4.847, 1.716], [4.117, 1.754, 3.267], [-2.946, 3.634, 7.228], [-3.030, -8.018, 4.579], [-1.245, 2.811, 1.434], [-2.662, 8.876, -3.775], [-8.527, 4.330, 3.690], [-1.736, 2.130, -0.072], [-2.483, -3.769, -4.355], [1.459, -1.062, 0.952], [-4.118, 3.617, 8.630], [1.045, -2.100, -0.752], [-4.291, -9.271, 5.811], [2.832, -8.927, -3.717], [-1.542, -9.160, 3.652], [-7.467, 4.228, -2.709], [-0.572, -8.766, 1.599], [-0.723, -0.006, -0.963], [6.436, 0.426, 3.210], [-3.357, -7.035, 1.714], [10.380, -3.813, -7.883], [-4.642, -2.985, -4.702], [-1.951, 6.923, -6.439], [10.016, 0.106, -6.478], [-7.268, 2.837, -1.800], [6.422, -10.049, -5.012], [2.199, 2.725, 3.859], [1.932, -2.583, -0.737], [4.959, -6.354, -2.943], [3.991, -8.041, -1.334], [-0.178, 5.755, 11.478], [7.528, 1.589, 2.468], [2.283, 0.948, -0.454], [-0.830, -0.941, 0.626], [-1.609, 4.967, -3.903], [-8.992, 4.103, 2.823], [4.684, 1.505, 4.975], [10.814, -1.797, -5.994], [6.711, -8.422, -5.191], [-3.248, -3.817, -6.136], [1.093, -0.783, -0.036], [9.878, -3.151, -6.710], [-3.096, 6.905, -3.083], [-0.740, 7.346, 12.031], [-1.953, 9.038, -2.581], [-7.952, 4.672, -0.733], [-1.429, -8.364, 1.248], [4.337, 4.076, 5.856], [-3.301, -8.814, 5.779], [8.392, -1.142, -5.932], [-0.994, 8.526, -2.660], [9.937, -0.248, -4.696], [6.903, 1.402, 3.342], [-3.808, -6.358, 2.440], [-2.127, -7.684, 2.313], [3.852, 3.376, 4.546], [-4.814, -5.309, -5.902], [1.897, 3.856, 4.885], [-1.682, 6.792, 8.114], [3.119, -0.555, -0.591], [5.608, -9.846, -2.604], [-4.767, -2.101, -6.213], [11.374, -2.290, -5.200], [8.769, -1.486, -8.036], [7.786, -0.253, -6.109], [-0.306, -0.197, 0.026], [5.966, -9.091, -4.760], [-2.169, 1.413, 1.456], [-1.888, 6.729, -4.912], [-3.688, 4.186, 7.805], [3.146, -7.316, -4.222], [-7.390, 6.072, 3.171]]
}

---

Entry 5:
{
  "formula": "C38H41FeN3O4S",
  "method": "the ωB97M-V functional and the def2-TZVPD basis",
  "homo_lumo_gap_ha": [0.2831, 0.2490],
  "homo_energy_ev": [-5.2, -5.1],
  "multiplicity": 6,
  "total_charge": -1,
  "species": ["H", "C", "C", "H", "C", "H", "H", "C", "H", "H", "H", "H", "H", "H", "H", "C", "C", "H", "H", "H", "H", "H", "H", "C", "H", "C", "H", "H", "H", "C", "C", "C", "N", "C", "H", "H", "C", "C", "H", "C", "H", "H", "C", "H", "O", "C", "H", "H", "H", "C", "C", "H", "S", "O", "C", "C", "C", "H", "H", "C", "H", "C", "O", "C", "H", "C", "H", "H", "C", "C", "C", "H", "C", "C", "C", "C", "N", "O", "N", "Fe", "H", "H", "H", "C", "C", "C", "C", "C"],
  "xyz": [[0.793, 5.464, 1.703], [4.478, 1.422, -3.293], [3.103, 1.315, -3.346], [1.343, 5.169, -1.805], [-0.576, -3.534, -0.115], [5.037, 1.734, -4.166], [4.909, 0.484, -0.073], [0.409, -4.340, -0.722], [-2.361, 0.388, -1.511], [2.495, -4.363, 1.119], [1.623, -3.412, -2.993], [2.562, 1.556, -4.250], [0.800, -6.183, -1.721], [6.209, 1.205, -2.032], [-3.685, 2.534, -1.521], [1.649, 5.426, 1.024], [-3.601, -2.306, -0.712], [-0.676, 1.825, 4.789], [-2.431, -1.482, 1.606], [1.510, 6.192, 0.262], [-1.526, -7.001, -1.620], [-4.672, 2.334, 0.723], [-3.963, 0.334, -0.764], [-2.968, -2.422, 1.737], [-2.547, 0.373, 0.267], [1.876, -3.992, -0.925], [-0.606, 5.216, -3.305], [-2.820, -1.610, -1.018], [-0.095, -2.474, 4.697], [1.759, 4.008, 0.435], [-1.731, 3.849, -2.084], [-0.140, -2.621, 1.945], [-0.265, -0.252, 2.238], [-1.905, -3.991, -0.079], [2.549, 5.667, 1.595], [-4.478, -1.729, -0.412], [-0.159, -1.418, 2.854], [-0.510, 0.884, 4.285], [2.366, -2.648, 0.725], [-2.223, -5.232, -0.624], [2.329, -4.922, -1.283], [-3.863, -2.909, -1.583], [0.858, 0.840, -2.505], [-3.966, -2.178, 2.110], [-0.089, -3.731, 2.465], [-1.723, 2.998, -0.988], [-2.620, 3.897, -2.702], [-0.383, -0.352, 6.035], [1.495, -2.071, -1.868], [-2.958, 0.753, -0.673], [-1.265, -6.034, -1.208], [2.606, 3.990, -0.261], [2.296, 0.041, 0.471], [-0.938, 3.174, 2.597], [-3.699, 2.813, 0.582], [2.652, -3.619, 0.337], [-0.353, -0.324, 4.953], [3.719, -3.571, 0.103], [3.079, -2.739, -2.237], [-0.651, 2.107, 2.043], [-3.854, 3.891, 0.510], [2.029, -2.992, -2.070], [0.386, 1.350, -3.497], [0.034, -5.573, -1.256], [-3.880, -3.946, 0.603], [-0.186, -1.501, 4.234], [1.382, 3.168, 2.397], [2.159, 2.027, 1.282], [0.473, 4.564, -1.573], [4.404, 0.721, -1.001], [5.130, 1.125, -2.102], [-3.253, -5.569, -0.579], [-0.618, 4.604, -2.412], [-3.027, 2.277, -0.684], [0.519, 3.757, -0.431], [2.348, 0.906, -2.244], [-0.477, 1.833, 0.755], [0.124, 0.187, -1.638], [-0.281, -2.324, 0.629], [0.010, -0.251, 0.154], [-2.454, -3.011, 2.497], [3.082, 3.358, 1.978], [-3.092, 2.635, 1.468], [-0.459, 0.878, 2.903], [2.103, 3.069, 1.586], [3.008, 0.592, -1.043], [-0.561, 2.893, -0.195], [-3.103, -3.197, 0.427]]
}

---

Question: Which formula does entry 4 have?
Answer: C35H90N6O11S2